Formula: C18H25IrN5OS2Si
Source: the Open Molecules 2025 dataset
Level of theory: wB97M-V/def2-TZVPD

Output
⟨S²⟩: 6.022
Gap between HOMO and LUMO (spin up / spin down): 5.52 / 4.58 eV
Total energy: -2240.081240 Eh
E_HOMO (spin up / spin down): -0.1149 / -0.1511 hartree
E_LUMO (spin up / spin down): 2.39 / 0.47 eV

Structure (ORCA input):
```
! RIJCOSX wB97M-V def2-TZVPD def2/J DEFGRID3
* xyz -1 5
Ir 0.916 0.632 -0.650
S 0.687 3.415 1.467
C 1.734 2.130 1.810
S 2.788 1.435 0.560
C 1.783 1.522 3.070
C 2.577 0.375 3.355
N 3.208 -0.545 3.652
C 0.903 1.911 4.116
N 0.160 2.142 4.971
C -2.125 0.810 -2.134
C -1.242 1.926 -2.541
C -1.480 2.928 -3.551
C -0.380 3.726 -3.555
C 0.518 3.200 -2.548
C 1.833 3.726 -2.156
N -0.044 2.122 -1.964
H -3.127 0.918 -2.546
H -2.170 0.756 -1.044
H -1.697 -0.139 -2.475
H -2.364 3.003 -4.163
H -0.180 4.587 -4.173
H 2.117 4.585 -2.761
H 2.593 2.943 -2.225
H 1.798 3.984 -1.089
N -0.157 -0.112 1.017
C -0.465 -0.789 1.901
N -0.826 -1.547 2.914
C -1.439 -0.922 4.094
C -2.948 -1.009 3.972
O -3.370 -2.354 3.774
C -2.823 -2.898 2.587
C -1.304 -2.902 2.636
H -1.098 0.109 4.181
H -1.096 -1.478 4.970
H -3.289 -0.388 3.133
H -3.429 -0.659 4.884
H -3.161 -2.313 1.719
H -3.210 -3.913 2.497
H -0.875 -3.247 1.697
H -0.954 -3.549 3.444
C 3.257 -1.853 -1.849
Si 1.486 -1.215 -2.023
C 0.408 -2.765 -1.758
C 1.291 -0.832 -3.880
H 3.431 -2.699 -2.522
H 3.458 -2.173 -0.826
H 3.980 -1.070 -2.088
H 0.633 -3.529 -2.510
H -0.660 -2.536 -1.818
H 0.598 -3.199 -0.773
H 1.528 -1.710 -4.491
H 1.956 -0.020 -4.184
H 0.271 -0.521 -4.121
*
```

=====

Formula: C18H25MnN2
Source: the Open Molecules 2025 dataset
Level of theory: wB97M-V/def2-TZVPD

Output
⟨S²⟩: 3.858
Gap between HOMO and LUMO (spin up / spin down): 6.31 / 8.20 eV
Total energy: -1961.015239 Eh
E_HOMO (spin up / spin down): -0.3759 / -0.4307 hartree
E_LUMO (spin up / spin down): -3.92 / -3.52 eV

Structure (ORCA input):
```
! RIJCOSX wB97M-V def2-TZVPD def2/J DEFGRID3
* xyz 1 4
C -0.281 0.381 -3.585
C 0.270 1.747 -3.592
C 0.491 -0.620 -4.381
C -1.742 0.318 -3.788
H 0.364 -0.411 -5.447
H 0.139 -1.647 -4.226
H 1.568 -0.576 -4.189
H 0.183 2.179 -4.594
H 1.337 1.761 -3.342
H -0.291 2.402 -2.914
H -1.992 0.544 -4.828
H -2.253 1.067 -3.172
H -2.144 -0.682 -3.588
C 1.896 -0.269 0.958
C 2.060 -1.052 -0.236
C 1.835 -0.171 -1.367
H 2.427 -2.068 -0.277
C 1.492 1.146 -0.848
C 1.514 1.061 0.594
H 1.397 1.901 1.267
H 2.167 -0.600 1.968
H 1.980 -0.444 -2.403
H 1.267 2.045 -1.404
C -1.919 -0.979 0.431
C -0.973 -1.970 0.836
C -0.265 -2.433 -0.329
H -0.885 -2.414 1.839
C -0.839 -1.777 -1.483
C -1.860 -0.854 -1.002
H -2.484 -0.183 -1.577
H -2.652 -0.503 1.069
H 0.458 -3.248 -0.347
H -0.603 -1.997 -2.515
Mn 0.055 -0.313 -0.329
C 0.715 1.410 6.016
N 0.048 0.826 4.865
C -1.201 0.227 4.850
C -1.435 -0.144 3.551
N -0.393 0.286 2.765
C 0.511 0.814 3.573
H 0.078 1.247 6.903
H 1.691 0.943 6.191
H 0.863 2.483 5.879
H -1.812 0.095 5.733
H -2.275 -0.713 3.155
H 1.492 1.186 3.322
*
```

=====

Formula: C18H25N2Os
Source: the Open Molecules 2025 dataset
Level of theory: wB97M-V/def2-TZVPD

Output
⟨S²⟩: 6.016
Gap between HOMO and LUMO (spin up / spin down): 6.13 / 5.93 eV
Total energy: -900.614703 Eh
E_HOMO (spin up / spin down): -0.2986 / -0.4211 hartree
E_LUMO (spin up / spin down): -1.99 / -5.53 eV

Structure (ORCA input):
```
! RIJCOSX wB97M-V def2-TZVPD def2/J DEFGRID3
* xyz 1 5
C -1.028 -4.205 -0.422
C -2.398 -4.128 0.131
C -0.916 -4.548 -1.855
C -0.012 -4.789 0.481
H -1.176 -5.615 -2.006
H 0.098 -4.415 -2.246
H -1.600 -3.963 -2.479
H -2.831 -5.146 0.198
H -3.074 -3.538 -0.496
H -2.409 -3.711 1.143
H -0.164 -5.883 0.570
H -0.083 -4.378 1.493
H 1.009 -4.642 0.118
C -1.103 1.346 -1.181
C -0.923 0.377 -2.208
C -1.543 -0.829 -1.784
H -0.376 0.513 -3.130
C -2.100 -0.612 -0.493
C -1.826 0.730 -0.122
H -2.031 1.180 0.842
H -0.705 2.351 -1.166
H -1.568 -1.766 -2.324
H -2.569 -1.366 0.124
C 1.856 -0.402 0.828
C 2.118 0.305 -0.376
C 1.889 -0.580 -1.465
H 2.397 1.353 -0.448
C 1.481 -1.835 -0.932
C 1.458 -1.718 0.489
H 1.143 -2.488 1.181
H 1.896 -0.003 1.835
H 1.948 -0.343 -2.521
H 1.194 -2.708 -1.495
Os 0.061 -0.313 -0.430
C -1.850 4.152 1.200
C -0.468 3.866 1.601
N 0.211 2.732 1.437
C 1.465 2.941 1.986
C 1.537 4.217 2.500
N 0.309 4.785 2.244
H -2.063 5.226 1.273
H -1.994 3.840 0.155
H -2.551 3.611 1.854
H 2.236 2.181 2.000
H 2.347 4.724 2.999
H 0.007 5.720 2.495
*
```

=====

Formula: C18H25N3O3
Source: the Open Molecules 2025 dataset
Level of theory: wB97M-V/def2-TZVPD

Output
Gap between HOMO and LUMO: 8.06 eV
Total energy: -1090.905872 Eh
E_HOMO: -0.3045 hartree
SMILES string: CCCNC(=O)COC(=O)/C(C#N)=C/c1cc(C)n(CCC)c1C
E_LUMO: -0.23 eV

Structure (ORCA input):
```
! RIJCOSX wB97M-V def2-TZVPD def2/J DEFGRID3
* xyz 0 1
C -3.989 -1.795 -5.459
C -3.709 -1.533 -3.985
C -5.008 -1.425 -3.184
N -4.747 -1.202 -1.780
C -4.984 -0.030 -1.172
O -5.539 0.918 -1.684
C -4.503 0.002 0.292
H -4.884 0.906 0.769
H -4.853 -0.893 0.818
O -3.085 0.091 0.386
C -2.378 -1.047 0.299
O -2.889 -2.134 0.123
C -0.934 -0.824 0.455
C -0.400 0.431 0.509
C 0.957 0.795 0.708
C 1.973 0.156 1.426
N 3.102 0.896 1.296
C 2.850 2.004 0.516
C 1.536 1.982 0.165
H 1.027 2.694 -0.452
C 3.905 2.985 0.147
H 4.692 2.511 -0.441
H 3.460 3.774 -0.453
H 4.361 3.436 1.027
C 4.369 0.605 1.916
H 4.463 -0.477 2.034
H 5.167 0.944 1.252
C 4.518 1.292 3.280
C 5.867 0.972 3.908
H 6.678 1.312 3.269
H 5.962 1.463 4.873
H 5.976 -0.100 4.057
H 4.416 2.371 3.154
H 3.715 0.964 3.943
C 1.893 -1.021 2.326
H 2.494 -0.872 3.221
H 2.233 -1.928 1.824
H 0.862 -1.185 2.626
H -1.083 1.253 0.335
C -0.142 -1.988 0.399
N 0.506 -2.929 0.293
H -4.232 -1.918 -1.279
H -5.603 -0.580 -3.537
H -5.592 -2.344 -3.294
H -3.147 -0.604 -3.875
H -3.102 -2.343 -3.574
H -4.582 -0.988 -5.882
H -4.538 -2.726 -5.583
H -3.058 -1.868 -6.015
*
```

=====

Formula: C18H25N3O3S
Source: the Open Molecules 2025 dataset
Level of theory: wB97M-V/def2-TZVPD

Output
Gap between HOMO and LUMO: 8.21 eV
Total energy: -1489.038535 Eh
E_HOMO: -0.2788 hartree
SMILES string: CCS(=O)(=O)NC[C@@H](c1ccco1)N1CCN(c2ccccc2)CC1
E_LUMO: 0.63 eV

Structure (ORCA input):
```
! RIJCOSX wB97M-V def2-TZVPD def2/J DEFGRID3
* xyz 0 1
C 4.164 1.649 -3.958
C 3.018 2.544 -3.551
H 2.631 3.130 -4.380
H 3.259 3.194 -2.716
S 1.654 1.492 -2.987
O 0.572 2.333 -2.549
O 1.375 0.501 -3.984
N 2.372 0.743 -1.652
H 2.049 1.233 -0.824
C 2.033 -0.659 -1.510
H 2.207 -1.140 -2.471
H 2.692 -1.092 -0.754
C 0.554 -0.798 -1.110
C 0.133 -2.222 -0.925
C 0.825 -3.360 -0.625
C -0.135 -4.398 -0.533
C -1.338 -3.814 -0.777
O -1.186 -2.501 -1.013
H -2.335 -4.206 -0.809
H 0.051 -5.429 -0.315
H 1.883 -3.456 -0.494
N 0.323 0.052 0.061
C -0.965 0.722 0.070
H -1.101 1.219 -0.893
C -0.977 1.780 1.180
N -0.705 1.186 2.472
C -1.754 0.709 3.250
C -2.902 1.494 3.418
C -3.937 1.083 4.231
C -3.864 -0.118 4.917
C -2.730 -0.897 4.775
C -1.692 -0.497 3.955
H -0.834 -1.146 3.866
H -2.651 -1.838 5.302
H -4.675 -0.438 5.553
H -4.808 1.713 4.338
H -2.977 2.450 2.922
C 0.558 0.487 2.426
H 0.789 0.064 3.403
C 0.570 -0.592 1.339
H 1.544 -1.085 1.309
H -0.198 -1.350 1.570
H 1.328 1.230 2.186
H -1.942 2.282 1.181
H -0.198 2.521 0.971
H -1.794 0.012 0.234
H -0.033 -0.372 -1.933
H 3.819 0.951 -4.716
H 4.509 1.081 -3.098
H 4.993 2.228 -4.359
*
```

=====

Formula: C18H25N3O4
Source: the Open Molecules 2025 dataset
Level of theory: wB97M-V/def2-TZVPD

Output
Gap between HOMO and LUMO: 8.54 eV
Total energy: -1165.523259 Eh
E_HOMO: -0.2933 hartree
SMILES string: CCCC1(CCC)NC(=O)N(CC(=O)Nc2cccc(OC)c2)C1=O
E_LUMO: 0.56 eV

Structure (ORCA input):
```
! RIJCOSX wB97M-V def2-TZVPD def2/J DEFGRID3
* xyz 0 1
C -6.644 -0.619 -0.001
H -6.742 -0.524 0.975
C -5.228 0.164 -0.478
C -4.165 -0.558 0.304
H -4.181 -1.784 0.015
H -4.417 -0.442 1.451
C -2.924 -0.099 0.113
N -2.478 -0.355 -1.512
C -1.427 -1.157 -1.523
O -0.787 -1.711 -2.392
N -1.083 -1.224 -0.070
C -1.903 -0.626 0.685
O -1.689 -0.941 1.876
C 0.198 -2.037 0.303
H 0.256 -3.028 -0.495
H 0.034 -2.438 1.446
C 1.428 -1.366 0.101
O 1.225 -0.103 -0.200
N 2.669 -1.738 0.213
C 3.845 -1.303 0.304
C 4.092 -0.037 -0.259
C 5.336 0.505 -0.088
C 6.494 -0.358 0.094
C 6.162 -1.727 0.562
C 4.916 -2.055 0.224
H 4.791 -3.226 0.730
H 7.046 -2.640 0.603
H 7.550 0.053 -0.059
O 5.737 1.638 -0.469
C 4.837 2.568 -0.807
H 4.156 2.883 -0.070
H 4.172 2.263 -1.863
H 5.351 3.574 -1.101
H 3.290 0.494 -0.402
H 2.477 -2.885 0.545
H -2.802 0.239 -2.182
C -2.712 1.558 -0.048
C -1.320 2.131 0.226
C -0.634 2.371 1.312
H -0.701 1.535 1.966
H -1.052 3.007 2.043
H 0.268 2.728 1.367
H -0.812 1.398 -0.623
H -1.421 2.928 -0.537
H -3.223 1.865 1.043
H -3.242 1.942 -0.631
H -5.126 -0.150 -1.480
H -5.344 0.991 -0.194
H -7.497 -0.089 -0.739
H -6.778 -1.613 -0.273
*
```

=====

Formula: C18H25N3S2
Source: the Open Molecules 2025 dataset
Level of theory: wB97M-V/def2-TZVPD

Output
Gap between HOMO and LUMO: 8.43 eV
Total energy: -1661.531283 Eh
E_HOMO: -0.2844 hartree
SMILES string: Cc1ccc(NC(=S)N(CCN(C)C)Cc2cccs2)cc1C
E_LUMO: 0.69 eV

Structure (ORCA input):
```
! RIJCOSX wB97M-V def2-TZVPD def2/J DEFGRID3
* xyz 0 1
C 4.113 2.351 -0.192
C 3.090 1.400 0.348
C 1.786 1.817 0.563
C 0.821 0.959 1.059
C 1.156 -0.360 1.342
C 2.470 -0.778 1.154
C 3.437 0.080 0.660
C 4.839 -0.408 0.459
H 5.537 0.177 1.058
H 4.928 -1.452 0.744
H 5.134 -0.306 -0.585
H 2.731 -1.799 1.395
N 0.231 -1.274 1.848
C -1.137 -1.198 1.848
N -1.779 -0.808 0.727
C -3.200 -0.547 0.761
H -3.576 -0.881 1.730
H -3.692 -1.130 -0.021
C -3.499 0.948 0.595
N -3.205 1.418 -0.750
C -2.820 2.813 -0.780
H -2.557 3.084 -1.802
H -3.620 3.487 -0.436
H -1.944 2.961 -0.149
C -4.302 1.166 -1.662
H -4.566 0.110 -1.640
H -3.990 1.422 -2.674
H -5.200 1.752 -1.413
H -2.873 1.495 1.304
H -4.551 1.130 0.870
C -1.133 -0.744 -0.572
C -0.272 -1.932 -0.854
C 0.973 -1.953 -1.402
C 1.487 -3.260 -1.554
C 0.625 -4.212 -1.120
S -0.840 -3.537 -0.523
H 0.752 -5.276 -1.110
H 2.458 -3.475 -1.963
H 1.508 -1.063 -1.682
H -1.936 -0.681 -1.311
H -0.525 0.162 -0.676
S -1.923 -1.709 3.219
H 0.586 -1.886 2.572
H -0.177 1.318 1.261
H 1.516 2.841 0.346
H 4.528 1.981 -1.130
H 4.938 2.468 0.510
H 3.673 3.329 -0.372
*
```

=====

Formula: C18H25N5O
Source: the Open Molecules 2025 dataset
Level of theory: wB97M-V/def2-TZVPD

Output
Gap between HOMO and LUMO: 8.87 eV
Total energy: -1049.895425 Eh
E_HOMO: -0.3125 hartree
SMILES string: CCCCCCC/C=N/Nc1nnc(Cc2ccccc2)c(=O)[nH]1
E_LUMO: 0.36 eV

Structure (ORCA input):
```
! RIJCOSX wB97M-V def2-TZVPD def2/J DEFGRID3
* xyz 0 1
C -3.751 0.962 -0.850
H -4.477 0.336 -0.337
C -2.365 0.759 -0.249
C -1.312 1.703 -0.831
C -1.033 1.480 -2.316
C 0.123 2.355 -2.797
C 0.491 2.150 -4.268
C 0.920 0.710 -4.607
C 1.988 0.243 -3.682
N 1.666 -0.456 -2.678
N 2.572 -0.850 -1.767
C 2.138 -1.426 -0.613
N 2.999 -1.748 0.308
N 2.546 -2.273 1.446
C 1.288 -2.480 1.651
C 0.250 -2.186 0.654
O -0.940 -2.390 0.749
N 0.798 -1.628 -0.492
H 0.200 -1.344 -1.263
C 0.842 -2.982 2.989
C 0.457 -1.778 3.817
C -0.838 -1.280 3.778
C -1.174 -0.154 4.509
C -0.219 0.485 5.282
C 1.076 -0.003 5.316
C 1.414 -1.127 4.583
H 2.427 -1.503 4.600
H 1.826 0.494 5.914
H -0.483 1.363 5.854
H -2.185 0.227 4.475
H -1.580 -1.771 3.166
H 1.661 -3.522 3.462
H -0.022 -3.634 2.853
H 3.562 -0.627 -1.843
H 3.016 0.569 -3.867
H 0.061 0.046 -4.520
H 1.283 0.684 -5.635
H 1.308 2.832 -4.519
H -0.363 2.407 -4.898
H 1.000 2.158 -2.176
H -0.144 3.404 -2.654
H -1.923 1.711 -2.902
H -0.785 0.430 -2.475
H -1.634 2.736 -0.677
H -0.380 1.567 -0.275
H -2.058 -0.279 -0.392
H -2.419 0.931 0.829
H -4.062 2.001 -0.750
H -3.764 0.698 -1.904
*
```

=====

Formula: C18H25N6NiO5S
Source: the Open Molecules 2025 dataset
Level of theory: wB97M-V/def2-TZVPD

Output
⟨S²⟩: 2.004
Gap between HOMO and LUMO (spin up / spin down): 8.21 / 8.22 eV
Total energy: -3311.986737 Eh
E_HOMO (spin up / spin down): -0.3810 / -0.3816 hartree
E_LUMO (spin up / spin down): -2.15 / -2.16 eV

Structure (ORCA input):
```
! RIJCOSX wB97M-V def2-TZVPD def2/J DEFGRID3
* xyz 1 3
Ni -0.625 -0.991 -0.440
C -4.469 2.285 -1.618
N -4.009 0.896 -1.607
C -4.974 -0.206 -1.643
C -2.728 0.587 -1.487
O -2.341 -0.595 -1.456
C -1.711 1.720 -1.405
O -0.461 1.159 -1.068
C 0.666 1.514 -1.838
C 1.524 0.258 -1.963
O 1.038 -0.829 -1.625
N 2.766 0.364 -2.425
C 3.600 -0.830 -2.539
C 3.315 1.584 -3.004
H -5.504 2.298 -1.944
H -3.896 2.887 -2.322
H -4.416 2.735 -0.626
H -5.969 0.215 -1.746
H -4.918 -0.788 -0.724
H -4.767 -0.864 -2.484
H -2.005 2.467 -0.667
H -1.666 2.207 -2.384
H 1.209 2.328 -1.356
H 0.370 1.839 -2.841
H 3.213 -1.607 -1.891
H 4.614 -0.570 -2.239
H 3.614 -1.189 -3.570
H 2.692 2.446 -2.790
H 3.404 1.481 -4.087
H 4.305 1.767 -2.589
N 3.649 2.869 4.319
C 2.679 2.026 3.843
C 1.933 2.367 2.707
C 0.970 1.505 2.220
C 0.740 0.293 2.857
C 1.472 -0.060 3.989
C 2.431 0.800 4.475
S -0.441 -0.819 2.244
O -1.324 -0.010 1.347
O -1.088 -1.508 3.318
N 0.356 -1.752 1.205
C -0.157 -3.030 0.934
N -0.709 -3.064 -0.297
C -1.222 -4.220 -0.715
C -1.176 -5.338 0.086
C -0.590 -5.190 1.337
N -0.072 -4.045 1.776
H 3.675 3.820 4.001
H 4.039 2.700 5.228
H 2.104 3.323 2.226
H 0.373 1.778 1.359
H 1.275 -1.001 4.486
H 2.995 0.533 5.361
H -1.669 -4.228 -1.701
H -1.584 -6.283 -0.242
H -0.534 -6.033 2.018
*
```

=====

Formula: C18H25Si
Source: the Open Molecules 2025 dataset
Level of theory: wB97M-V/def2-TZVPD

Output
Gap between HOMO and LUMO: 5.55 eV
Total energy: -990.016434 Eh
E_HOMO: -0.4261 hartree
E_LUMO: -6.05 eV

Structure (ORCA input):
```
! RIJCOSX wB97M-V def2-TZVPD def2/J DEFGRID3
* xyz 1 1
C -0.169 1.337 1.638
C -0.735 0.357 0.559
C -1.424 -0.884 1.065
C -2.851 -1.110 1.088
C -3.908 -0.111 0.725
C -3.335 -2.384 1.397
C -2.476 -3.370 1.863
C -2.921 -4.770 2.100
C -1.168 -3.041 2.198
C -0.673 -1.792 1.884
C 0.744 -1.468 2.245
H -0.501 2.376 1.540
H -0.373 1.072 2.695
H 0.921 1.328 1.427
H -1.430 0.918 -0.160
H -4.880 -0.567 0.552
H -4.107 0.634 1.488
H -3.671 0.470 -0.155
H -4.386 -2.656 1.203
H -2.110 -5.393 2.431
H -3.734 -4.811 2.813
H -3.298 -5.262 1.214
H -0.460 -3.771 2.620
H 1.223 -2.368 2.588
H 1.326 -1.084 1.427
H 0.870 -0.779 3.065
C 3.071 -0.263 -0.922
Si 1.421 0.467 -1.703
H 0.084 0.409 -0.228
C 1.945 2.058 -2.349
C 2.543 2.077 -3.620
C 2.968 3.263 -4.193
C 2.872 4.499 -3.565
C 2.314 4.447 -2.308
C 1.871 3.304 -1.683
H 2.948 -1.321 -0.558
H 3.990 -0.281 -1.616
H 3.457 0.360 -0.060
H 1.189 -0.477 -2.801
H 2.633 1.168 -4.190
H 3.383 3.264 -5.175
H 3.203 5.419 -4.032
H 2.216 5.396 -1.809
H 1.420 3.339 -0.700
*
```

=====

total energy of number 5 (C18H25N3O3S)?
-1489.038535 Eh

=====

Number 4 is which compound?
C18H25N3O3

=====

Look up the total energy of the third one.
-900.614703 Eh